(1)
Below is a structure of composition C18H58O15P at a distorted geometry, with properties calculated with wB97M-V/def2-TZVPD.

The max |F| is 12.2 eV/Å. For the calculated total energy, the calculation gives -2190.18359 a.u. The value obtained for the gap between HOMO and LUMO is 6.811 eV. Its energy above the lowest of the compared OMol25 structures with the same formula, charge and spin is 122.8 kJ/mol. For the HOMO energy, the calculation gives -0.17 eV. Its charge is -3.

```
92
Properties=species:S:1:pos:R:3:lowdin_charge:R:1
P 20.159 37.021 34.846 0.2278
O 19.264 36.463 33.859 -0.2614
O 19.573 38.473 35.297 -0.2747
O 21.606 37.245 34.449 -0.2752
O 20.224 36.189 36.094 -0.2895
C 16.421 34.130 36.731 -0.1057
C 17.622 34.766 36.108 -0.3461
O 18.771 34.445 36.864 -0.1371
H 16.290 34.429 37.822 0.0792
H 16.439 33.035 36.968 0.0701
H 15.563 34.285 36.213 0.0125
H 17.523 35.916 36.241 0.1258
H 17.680 34.545 35.037 0.0983
H 19.417 35.098 36.384 -0.0103
C 25.490 36.029 35.081 -0.1101
C 24.188 36.226 35.660 -0.3857
O 23.655 37.502 35.640 -0.1147
H 26.345 36.301 35.717 0.0650
H 25.516 36.302 33.880 0.1431
H 25.489 35.036 35.088 0.0024
H 23.992 35.809 36.573 0.0738
H 23.331 35.913 34.923 0.1447
H 22.749 37.467 35.283 -0.0416
C 21.871 41.145 32.204 -0.0730
C 21.364 40.078 33.242 -0.2654
O 20.027 40.393 33.809 -0.1074
H 21.030 41.032 31.271 0.1062
H 22.679 40.571 31.608 0.0747
H 22.032 42.132 32.500 0.0109
H 22.136 39.754 33.997 0.1200
H 21.211 39.137 32.959 0.0181
H 19.661 39.693 34.291 -0.0535
C 14.599 36.804 33.004 -0.1155
C 15.984 36.747 33.849 -0.2619
O 16.824 35.736 33.265 -0.1368
H 13.862 37.603 33.419 0.0290
H 13.819 35.790 33.099 0.1070
H 14.734 37.307 31.961 0.0681
H 15.900 36.689 34.776 0.0017
H 16.505 37.733 33.484 0.1234
H 17.765 35.974 33.500 0.0222
C 22.280 33.083 38.958 -0.0759
C 21.674 34.371 38.326 -0.3252
O 21.722 34.342 36.937 -0.0830
H 22.148 33.184 39.977 0.0221
H 23.344 32.854 38.699 0.0745
H 21.701 32.279 38.619 0.0405
H 20.661 34.536 38.654 0.0893
H 22.167 35.331 38.615 0.1204
H 21.324 35.160 36.750 -0.0193
C 15.438 40.342 34.753 -0.1320
C 16.908 40.147 34.923 -0.3688
O 17.247 39.002 35.765 -0.1952
H 15.019 40.382 35.811 0.0758
H 14.718 39.546 34.331 0.0680
H 15.251 41.291 34.293 0.0390
H 17.457 41.024 35.255 0.1050
H 17.277 40.096 33.897 0.0797
H 18.348 38.713 35.586 0.0247
C 21.754 40.305 38.677 -0.0629
C 21.434 39.826 37.303 -0.3948
O 20.112 40.096 36.976 -0.1679
H 22.005 41.423 38.579 0.0901
H 22.767 39.850 38.737 0.0833
H 21.030 40.066 39.238 -0.0161
H 21.395 38.781 37.146 0.0863
H 22.054 40.061 36.564 0.0595
H 19.767 39.349 36.210 0.0153
C 18.691 38.430 31.236 -0.1927
O 19.364 37.214 31.322 -0.1705
H 18.380 38.542 32.415 0.1191
H 17.744 38.383 30.653 0.0480
H 19.257 39.280 30.693 0.0755
H 19.389 36.992 32.291 0.0188
C 20.971 33.927 33.543 -0.2424
O 19.819 34.167 32.919 -0.2007
H 20.671 33.950 34.712 0.1237
H 21.573 34.667 33.144 0.0285
H 21.334 32.893 33.249 0.0797
H 19.486 35.148 33.200 0.0551
C 22.565 37.052 31.280 -0.2663
O 23.164 37.311 32.466 -0.2080
H 23.234 36.934 30.407 0.0502
H 21.992 37.937 30.804 0.0611
H 21.709 36.306 31.600 0.1042
H 22.511 37.248 33.331 0.0489
C 18.389 37.169 38.725 -0.1728
O 19.738 36.963 38.471 -0.1686
H 18.032 37.396 37.708 0.0681
H 17.792 36.276 38.975 0.0714
H 18.326 38.031 39.245 0.0321
H 20.018 36.913 37.492 0.0465
```

***

(2)
Below is a cluster of 9 separate species, C18H59N4O9 in total at a distorted geometry, with properties calculated with wB97M-V/def2-TZVPD.

The max |F| is 2.7 eV/Å. For the calculated total energy, the calculation gives -1616.71603 a.u. The value obtained for the gap between HOMO and LUMO is 4.411 eV. Its energy above the lowest of the compared OMol25 structures with the same formula, charge and spin is 453.0 kJ/mol. For the HOMO energy, the calculation gives -8.68 eV. Its charge is +1.

```
90
Properties=species:S:1:pos:R:3:lowdin_charge:R:1
O 3.352 2.096 3.265 0.3820
H 2.898 1.431 3.787 0.1757
H 2.771 2.842 3.098 0.1747
H 3.569 1.795 2.379 0.1771
O 6.428 -0.115 -2.000 0.3758
H 7.007 -0.685 -1.488 0.1808
H 6.809 0.757 -2.124 0.1845
H 5.547 -0.134 -1.620 0.1513
C 1.438 0.572 -2.887 -0.0984
C 1.553 -0.099 -1.444 -0.5505
O 2.643 0.286 -0.709 -0.4434
H 1.539 1.642 -2.700 0.0404
H 0.407 0.403 -3.197 0.0469
H 2.215 0.183 -3.545 0.0445
H 1.726 -1.172 -1.519 0.0601
H 0.613 -0.121 -0.893 0.0712
C -1.220 6.728 2.724 -0.0540
C -0.570 5.718 3.705 -0.4247
C -1.408 4.416 3.627 -0.2629
O -1.541 3.928 2.342 -0.1998
C -2.477 2.813 2.212 -0.0553
N 0.849 5.522 3.483 0.0368
H -0.861 6.479 1.726 0.0773
H -0.953 7.742 3.022 0.0753
H -2.308 6.700 2.782 0.0817
H -0.765 6.104 4.705 0.1340
H -2.391 4.641 4.041 0.1192
H -0.998 3.657 4.292 0.1132
H -3.479 3.200 2.397 0.0915
H -2.171 1.975 2.838 0.0820
H -2.412 2.393 1.209 0.0842
H 0.902 5.567 2.475 0.0555
H 1.338 6.382 3.682 0.0714
C 4.008 -1.479 6.389 -0.0449
C 3.206 -2.245 5.248 -0.4650
C 2.817 -3.679 5.600 -0.1633
O 2.123 -4.330 4.461 -0.2065
C 2.947 -4.766 3.343 -0.0809
N 2.017 -1.502 5.133 0.0199
H 3.553 -1.547 7.377 0.0735
H 3.989 -0.429 6.097 0.0550
H 4.958 -1.951 6.640 0.0718
H 3.753 -2.300 4.307 0.1234
H 2.202 -3.651 6.500 0.1255
H 3.666 -4.299 5.888 0.1197
H 2.302 -5.356 2.691 0.0908
H 3.800 -5.365 3.662 0.0828
H 3.357 -3.896 2.831 0.0687
H 1.494 -1.839 5.929 0.0802
H 1.504 -1.922 4.371 0.0777
C -3.728 2.844 -7.102 -0.0470
C -3.124 1.906 -5.987 -0.4287
C -3.448 2.370 -4.549 -0.1653
O -2.741 3.629 -4.423 -0.2253
C -2.616 4.265 -3.140 -0.0887
N -3.406 0.542 -6.306 0.0112
H -4.774 2.642 -7.335 0.0746
H -3.172 2.798 -8.038 0.0658
H -3.572 3.901 -6.884 0.0672
H -2.044 1.951 -6.128 0.1254
H -3.216 1.658 -3.757 0.1127
H -4.497 2.542 -4.307 0.1188
H -2.615 5.355 -3.126 0.0812
H -1.702 3.820 -2.747 0.0815
H -3.501 4.038 -2.547 0.0770
H -2.888 -0.165 -5.803 0.0688
H -2.970 0.414 -7.208 0.0703
C -3.543 -3.780 -0.508 -0.0895
C -3.925 -5.094 -1.159 -0.4190
C -2.770 -6.067 -1.344 -0.1805
O -1.771 -5.438 -2.187 -0.1998
C -0.613 -6.179 -2.494 -0.1181
N -5.002 -5.627 -0.253 0.0281
H -3.141 -3.956 0.490 0.0738
H -4.418 -3.187 -0.241 0.0744
H -2.798 -3.235 -1.087 0.0748
H -4.322 -4.842 -2.143 0.1394
H -3.169 -6.952 -1.839 0.1220
H -2.403 -6.385 -0.368 0.1228
H -0.045 -5.599 -3.222 0.0836
H -0.853 -7.041 -3.117 0.0817
H -0.064 -6.461 -1.596 0.0855
H -5.781 -5.015 -0.451 0.0626
H -4.681 -5.506 0.697 0.0581
O 4.424 -3.334 -5.132 -0.0531
H 4.866 -4.029 -4.644 0.0264
H 3.697 -3.070 -4.569 0.0253
O 2.966 4.551 -0.180 -0.0676
H 2.765 5.020 -0.990 0.0359
H 2.851 3.627 -0.403 0.0073
```